{"formula": "C5H10N2O2", "method": "ωB97M-V/def2-TZVPD", "orbital_gap_ev": 7.677, "charge": 0, "lumo_ev": 0.186, "homo_ev": -7.5, "elements": ["C", "C", "N", "O", "H", "H", "H", "H", "H", "C", "C", "C", "N", "O", "H", "H", "H", "H", "H"], "xyz": [[-1.9285, 1.2790, 0.6638], [-0.4900, 1.1820, 0.2600], [-0.4005, 1.3079, -1.4558], [0.4576, 1.6717, 0.8142], [0.4912, 1.7223, -1.7118], [-1.1868, 1.7871, -1.8895], [-2.2911, 2.2889, 0.4471], [-1.9966, 1.1146, 1.7373], [-2.5291, 0.5314, 0.1482], [2.2511, -0.9802, -0.0432], [0.9814, -1.6051, 0.4455], [-0.3290, -0.9314, -0.0065], [0.9960, -2.6163, 1.2097], [-1.3601, -1.5779, 0.0010], [0.0407, -2.9524, 1.3707], [-0.3953, 0.2188, -1.4780], [2.3187, 0.0459, 0.3257], [3.1134, -1.5496, 0.2978], [2.2570, -0.9367, -1.1363]], "atomic_forces_ev_per_a": [[-0.12, 0.03, -0.27], [0.49, -1.46, -0.04], [-0.35, -1.37, 0.19], [0.15, 0.15, 0.01], [-0.05, -0.09, 0.05], [0.12, -0.19, -0.17], [0.00, -0.04, -0.01], [0.07, -0.04, -0.03], [-0.05, 0.05, 0.02], [-0.01, 0.17, 0.17], [0.08, -0.23, -0.18], [-0.58, 0.45, 1.34], [-0.09, 0.01, -0.22], [0.46, 0.19, -0.26], [0.01, 0.22, 0.06], [-0.10, 2.18, -0.60], [0.01, 0.01, -0.02], [-0.04, -0.01, -0.02], [-0.01, -0.03, -0.01]]}

=====

{"formula": "C17H19FN6O4", "method": "ωB97M-V/def2-TZVPD", "orbital_gap_ev": 8.667, "smiles": "CN(C)c1ccc([C@@H](C[N+](=O)[O-])c2c(N)n(C)c(=O)n(C)c2=O)c(F)c1C#N", "charge": 0, "lumo_ev": -0.120, "homo_ev": -8.8, "elements": ["C", "N", "C", "C", "C", "C", "C", "C", "C", "N", "O", "O", "C", "C", "N", "N", "C", "C", "O", "N", "C", "C", "O", "C", "F", "C", "C", "N", "H", "H", "H", "H", "H", "H", "H", "H", "H", "H", "H", "H", "H", "H", "H", "H", "H", "H", "H"], "xyz": [[-0.5931, -4.7130, -2.0145], [0.1902, -4.4427, -0.7658], [1.3536, -5.2901, -0.3744], [0.1657, -3.1528, -0.2189], [-0.7374, -2.8899, 0.7938], [-0.8424, -1.6359, 1.4211], [-0.0534, -0.5634, 0.9888], [-0.2276, 0.8041, 1.7195], [0.7330, 1.0243, 2.9091], [0.5321, 0.0719, 4.0021], [-0.3749, 0.2991, 4.7997], [1.2583, -0.8968, 3.9866], [-0.2149, 1.9545, 0.6358], [-1.3109, 2.0670, -0.2211], [-2.3256, 1.1243, -0.1669], [-1.3291, 2.9710, -1.2718], [-2.6128, 3.3342, -1.9246], [-0.2445, 3.8548, -1.3342], [-0.2337, 4.6638, -2.2555], [0.7976, 3.9449, -0.4182], [1.9451, 4.8385, -0.6620], [0.8844, 2.9315, 0.5124], [1.9114, 2.8071, 1.1732], [0.8543, -0.7856, -0.1068], [1.5714, 0.2477, -0.6206], [0.9189, -2.0779, -0.6932], [1.7748, -2.3205, -1.8075], [2.4458, -2.5708, -2.7361], [-1.6498, -4.7306, -1.7429], [-0.4477, -3.9417, -2.7529], [-0.3177, -5.6761, -2.4566], [1.0262, -6.3122, -0.1067], [1.8332, -4.8630, 0.5069], [2.0998, -5.4243, -1.1737], [-1.3126, -3.6796, 1.2272], [-1.5243, -1.4862, 2.2572], [-1.2260, 0.8245, 2.1765], [0.5761, 2.0273, 3.2813], [1.7660, 0.9265, 2.5842], [-2.8068, 0.9179, -1.0547], [-2.0176, 0.3071, 0.3617], [-3.3391, 2.5234, -2.0315], [-2.4258, 3.7294, -2.9189], [-3.0737, 4.1306, -1.3494], [2.3930, 4.5518, -1.6496], [2.6890, 4.7494, 0.1777], [1.5218, 5.8264, -0.6858]], "atomic_forces_ev_per_a": [[0.52, 0.04, 1.42], [0.79, -1.20, -0.45], [-0.69, -0.28, -0.70], [-1.26, 0.24, 0.24], [-0.05, 0.86, 1.23], [0.86, -0.22, -1.00], [0.73, 0.38, -0.07], [0.23, 0.27, -1.44], [0.75, 0.97, -1.45], [-0.93, -0.16, 0.10], [0.69, -0.36, -0.43], [-0.13, -0.27, 0.50], [-1.09, 0.88, 0.15], [1.15, -1.44, 0.44], [0.01, 0.24, -0.37], [0.28, -0.70, 1.63], [0.48, 0.57, -0.21], [0.12, 2.88, -2.27], [-0.20, -0.32, 0.14], [-1.48, -1.92, 0.21], [0.30, -0.73, -0.20], [0.84, -1.55, 1.22], [-0.26, 0.21, 0.07], [-1.33, -0.33, 0.86], [-0.42, -1.23, 0.44], [0.66, 1.48, 0.10], [1.86, -0.54, -2.50], [-1.56, 0.62, 2.19], [-0.07, -0.11, -0.14], [0.20, 0.33, -0.40], [0.07, 0.20, 0.30], [-0.09, 0.45, -0.03], [-0.05, 0.06, -0.13], [-0.11, 0.35, 0.13], [-0.28, -0.56, -0.17], [0.10, -0.08, -0.17], [0.04, -0.17, -0.18], [-0.06, 0.07, 0.25], [-0.13, -0.02, 0.13], [0.53, 0.07, 0.96], [-0.59, 0.21, -0.56], [0.57, -0.07, 0.27], [0.28, -0.08, 0.06], [-0.18, 0.09, 0.12], [-0.27, 0.51, 0.95], [-1.02, -0.18, -0.96], [0.20, 0.51, -0.29]]}

=====

{"formula": "C18H24FN3O6S", "method": "ωB97M-V/def2-TZVPD", "orbital_gap_ev": 10.028, "smiles": "CCNC(=O)NC(=O)[C@@H](C)OC(=O)C1CCN(S(=O)(=O)c2ccccc2F)CC1", "charge": 0, "lumo_ev": 0.452, "homo_ev": -9.6, "elements": ["C", "C", "N", "C", "O", "N", "C", "O", "C", "C", "O", "C", "O", "C", "C", "C", "N", "S", "O", "O", "C", "C", "C", "C", "C", "C", "F", "C", "C", "H", "H", "H", "H", "H", "H", "H", "H", "H", "H", "H", "H", "H", "H", "H", "H", "H", "H", "H", "H", "H", "H", "H", "H"], "xyz": [[0.5763, 4.4082, -0.3877], [1.6756, 3.9421, 0.5589], [1.9065, 2.5194, 0.4293], [3.0493, 2.0268, -0.0505], [4.0656, 2.6363, -0.2803], [3.0483, 0.6140, -0.2791], [2.0300, -0.2638, -0.1648], [0.9454, -0.0107, 0.3262], [2.3462, -1.6897, -0.6486], [2.6539, -2.5892, 0.5399], [1.1794, -2.1942, -1.2965], [0.6586, -1.3737, -2.2157], [1.2193, -0.3617, -2.5578], [-0.6737, -1.8396, -2.7668], [-1.3597, -2.8891, -1.8903], [-1.7664, -2.2828, -0.5486], [-2.5933, -1.1176, -0.7677], [-3.4276, -0.6156, 0.5750], [-4.2212, 0.5155, 0.2150], [-4.0819, -1.7682, 1.1201], [-2.1584, -0.1338, 1.7654], [-1.7682, -1.0642, 2.7115], [-0.7739, -0.7606, 3.6252], [-0.1735, 0.4882, 3.6009], [-0.5584, 1.4294, 2.6633], [-1.5409, 1.1013, 1.7431], [-1.8782, 2.0157, 0.8184], [-1.9416, -0.0783, -1.5323], [-1.5881, -0.6154, -2.9169], [0.4146, 5.4760, -0.2701], [0.8595, 4.2097, -1.4183], [-0.3565, 3.8897, -0.1784], [2.6202, 4.4414, 0.3335], [1.4004, 4.1647, 1.5956], [1.1129, 1.8932, 0.5089], [3.9090, 0.3112, -0.7169], [3.1744, -1.6744, -1.3685], [2.7850, -3.6132, 0.2013], [1.8267, -2.5531, 1.2448], [3.5616, -2.2533, 1.0336], [-0.4680, -2.2609, -3.7581], [-2.2554, -3.2366, -2.4064], [-0.6995, -3.7389, -1.7185], [-2.3659, -2.9884, 0.0275], [-0.8697, -2.0174, 0.0293], [-2.2744, -2.0166, 2.7167], [-0.4715, -1.4938, 4.3570], [0.5983, 0.7334, 4.3145], [-0.1095, 2.4094, 2.6346], [-2.6404, 0.7559, -1.5951], [-1.0237, 0.2597, -1.0298], [-1.0777, 0.1600, -3.4881], [-2.4998, -0.9064, -3.4381]], "atomic_forces_ev_per_a": [[0.19, -0.04, 0.15], [0.06, 0.23, -0.07], [-0.56, 0.09, 0.10], [-0.04, -0.62, 0.16], [0.40, 0.27, -0.18], [0.43, 0.28, -0.03], [0.07, -0.30, -0.02], [-0.08, -0.07, 0.04], [0.19, 0.17, 0.13], [-0.22, 0.11, -0.34], [0.17, -0.32, 0.31], [-0.06, 0.17, -0.52], [-0.03, -0.08, -0.11], [-0.14, -0.04, -0.07], [0.05, 0.16, 0.13], [0.19, -0.74, 0.17], [-0.76, 0.23, 0.71], [-0.12, -0.11, -0.02], [0.32, 0.21, -0.06], [0.33, -0.11, 0.08], [-0.59, -0.05, -0.63], [0.07, -0.12, 0.14], [0.00, -0.08, -0.01], [-0.04, 0.01, -0.06], [-0.24, -0.03, -0.13], [0.21, 0.24, 0.18], [0.06, -0.03, 0.06], [0.07, 0.64, -0.44], [0.13, 0.03, 0.19], [-0.07, 0.12, -0.01], [0.01, -0.01, -0.11], [-0.12, -0.02, 0.00], [-0.13, -0.03, 0.13], [0.09, 0.04, -0.07], [0.20, -0.11, -0.01], [-0.18, 0.06, 0.02], [-0.14, 0.04, 0.11], [0.06, -0.08, 0.00], [-0.05, 0.02, 0.08], [0.09, 0.01, 0.06], [0.05, 0.04, 0.08], [0.00, -0.05, -0.02], [-0.08, -0.02, 0.00], [0.19, -0.09, -0.06], [-0.07, -0.03, -0.02], [-0.02, -0.12, 0.07], [0.00, -0.06, 0.07], [0.07, 0.03, 0.06], [0.03, 0.13, -0.04], [0.17, 0.03, -0.11], [-0.08, 0.04, -0.02], [-0.06, -0.02, 0.00], [-0.02, -0.01, -0.05]]}

=====

{"formula": "C2H6N2O2S", "method": "ωB97M-V/def2-TZVPD", "orbital_gap_ev": 10.194, "smiles": "O/N=C(/CS)NO", "charge": 0, "lumo_ev": 0.624, "homo_ev": -9.6, "elements": ["O", "N", "C", "C", "S", "N", "O", "H", "H", "H", "H", "H", "H"], "xyz": [[-1.6170, -1.0055, -1.7116], [-1.5526, -0.4214, -0.4305], [-0.3724, -0.2037, 0.0378], [-0.2204, 0.5117, 1.3042], [0.3691, 2.2019, 1.1436], [0.7720, -0.4857, -0.8161], [1.7481, -1.1252, -0.0513], [-0.6911, -1.1105, -1.9893], [-1.2503, 0.5013, 1.6673], [0.3856, 0.0923, 2.1004], [-0.5672, 2.6229, 0.3677], [1.1982, 0.3963, -1.1122], [1.7979, -1.9743, -0.5099]], "atomic_forces_ev_per_a": [[-0.04, 0.61, 1.23], [0.65, -0.37, -0.33], [0.32, -0.47, -2.32], [-1.43, 0.17, 1.03], [1.45, -0.13, 0.74], [-0.99, 0.91, -0.09], [0.58, -0.84, 0.13], [0.22, -0.07, -0.03], [0.10, 0.31, 0.43], [0.27, -0.49, -0.36], [-1.23, 0.52, -0.95], [-0.21, -0.14, 0.13], [0.32, -0.01, 0.38]]}

=====

{"formula": "C26H31AuN7O6S", "method": "ωB97M-V/def2-TZVPD", "orbital_gap_ev": [8.151, 4.455], "charge": 1, "multiplicity": 3, "lumo_ev": [-3.390, -7.244], "homo_ev": [-11.5, -11.7], "elements": ["Au", "C", "C", "C", "C", "C", "C", "C", "N", "C", "C", "C", "C", "C", "C", "C", "N", "C", "C", "C", "C", "H", "H", "H", "H", "H", "H", "H", "H", "H", "H", "H", "H", "H", "H", "H", "H", "H", "H", "H", "H", "H", "H", "H", "H", "S", "C", "N", "N", "N", "H", "H", "H", "H", "O", "C", "O", "C", "C", "C", "C", "C", "C", "N", "O", "O", "N", "O", "O", "H", "H", "H"], "xyz": [[3.2355, 0.7340, -0.2997], [-1.3585, -2.5217, 3.7311], [-0.3634, -1.6015, 4.4564], [-1.1218, -0.4800, 5.1812], [0.4069, -2.4245, 5.4874], [0.5573, -0.9909, 3.4147], [1.9242, -1.2279, 3.3720], [2.6832, -0.6756, 2.3595], [2.1581, 0.1018, 1.4231], [0.8349, 0.3362, 1.4182], [0.0261, -0.1825, 2.4072], [0.3111, 1.1162, 0.2702], [-1.0362, 1.3507, 0.0560], [-1.4737, 2.0673, -1.0594], [-0.4897, 2.5635, -1.9116], [0.8378, 2.2875, -1.6492], [1.2264, 1.5672, -0.6032], [-2.9597, 2.2811, -1.2961], [-3.6590, 0.9135, -1.3298], [-3.2250, 3.0005, -2.6184], [-3.5218, 3.1235, -0.1411], [-2.0216, -2.9889, 4.4605], [-0.8375, -3.3082, 3.1836], [-1.9800, -1.9712, 3.0231], [-1.7769, -0.9124, 5.9383], [-1.7466, 0.0991, 4.4998], [-0.4333, 0.2047, 5.6796], [-0.2928, -2.8283, 6.2192], [1.1364, -1.8188, 6.0289], [0.9229, -3.2689, 5.0275], [2.4118, -1.8605, 4.0974], [3.7408, -0.8858, 2.2712], [-1.0341, 0.0162, 2.3887], [-1.7594, 0.9591, 0.7549], [-0.7341, 3.1409, -2.7910], [1.6108, 2.6415, -2.3195], [-3.2367, 0.2740, -2.1069], [-4.7184, 1.0517, -1.5473], [-3.5857, 0.3885, -0.3758], [-2.8379, 2.4390, -3.4720], [-2.7903, 4.0017, -2.6323], [-4.3002, 3.1109, -2.7582], [-3.3829, 2.6329, 0.8238], [-4.5921, 3.2742, -0.2860], [-3.0429, 4.1031, -0.0990], [7.8077, 1.1111, 1.7578], [6.3763, 0.8301, 1.0220], [5.3613, 0.6258, 0.4893], [4.7448, -0.2176, -2.7315], [4.1133, 1.0070, -2.2688], [4.1576, -0.9767, -2.3707], [5.6240, -0.2959, -2.2310], [3.4254, 1.2315, -2.9853], [4.8021, 1.7497, -2.3297], [1.3888, -2.5663, 0.3407], [1.7665, -2.0618, -0.7148], [2.9259, -1.6449, -1.0261], [0.6741, -1.8051, -1.7710], [-0.5759, -2.4060, -1.6878], [-1.5576, -2.0326, -2.5896], [-1.3700, -1.0599, -3.5590], [-0.1167, -0.4810, -3.6069], [0.9042, -0.8625, -2.7544], [0.1384, 0.6275, -4.5403], [1.2701, 1.0908, -4.5786], [-0.7940, 1.0393, -5.1950], [-2.8991, -2.6561, -2.4836], [-3.0387, -3.5397, -1.6661], [-3.7667, -2.2261, -3.2182], [-0.7830, -3.1319, -0.9145], [-2.1691, -0.7688, -4.2224], [1.8781, -0.4131, -2.8416]], "atomic_forces_ev_per_a": [[-0.27, -0.11, -0.14], [-0.02, -0.01, 0.00], [-0.04, -0.02, 0.03], [0.00, 0.00, 0.00], [0.01, -0.01, 0.01], [0.04, 0.02, -0.04], [-0.02, -0.01, -0.01], [0.05, -0.09, 0.05], [0.05, 0.21, 0.01], [-0.11, -0.14, 0.10], [0.10, 0.01, -0.05], [-0.13, 0.03, -0.09], [0.12, -0.01, 0.02], [0.08, 0.03, -0.02], [0.01, -0.04, 0.04], [-0.04, 0.05, -0.14], [0.03, 0.09, 0.09], [-0.03, -0.01, -0.01], [0.00, 0.00, 0.01], [0.01, 0.00, -0.01], [0.00, 0.00, 0.00], [0.01, 0.00, 0.00], [0.00, 0.01, 0.00], [0.00, 0.00, 0.00], [0.00, 0.00, -0.01], [0.00, 0.01, 0.00], [0.00, 0.00, 0.00], [0.00, 0.00, -0.01], [0.00, 0.00, 0.00], [0.00, 0.00, 0.00], [0.00, 0.00, -0.01], [0.00, 0.04, 0.04], [-0.01, -0.01, 0.00], [-0.01, 0.00, 0.00], [-0.01, 0.00, 0.01], [0.00, 0.00, 0.03], [-0.05, 0.04, 0.01], [0.00, -0.01, 0.00], [0.01, -0.01, 0.00], [0.00, 0.00, 0.01], [0.00, 0.00, 0.00], [0.00, 0.00, 0.01], [0.00, 0.00, 0.00], [0.00, 0.00, -0.01], [0.00, 0.00, 0.00], [-0.11, -0.03, -0.04], [0.09, -0.07, 0.02], [0.16, 0.10, 0.10], [0.06, 0.06, 0.02], [0.03, -0.17, -0.07], [-0.05, -0.02, -0.01], [0.04, 0.02, -0.01], [-0.12, 0.02, 0.02], [0.07, 0.02, 0.04], [0.19, 0.02, -0.11], [-0.59, -0.16, -0.09], [0.22, 0.12, 0.04], [0.23, 0.00, 0.14], [-0.08, 0.07, 0.03], [0.02, 0.00, -0.02], [0.05, -0.03, 0.10], [0.07, -0.09, 0.09], [-0.06, 0.04, -0.13], [-0.03, 0.04, -0.15], [-0.15, -0.03, 0.08], [0.13, -0.03, 0.09], [0.01, 0.00, -0.04], [-0.02, 0.12, -0.09], [0.09, -0.07, 0.12], [0.02, -0.01, 0.00], [0.00, 0.01, -0.04], [0.01, -0.01, -0.02]]}

=====

Number 1: electronic energy -456.39751 a.u.. Number 2: electronic energy -1388.46968 a.u.. Number 3: electronic energy -1814.14421 a.u.. Number 4: electronic energy -737.85723 a.u.. Number 5: electronic energy -2377.52271 a.u..